55
Properties=species:S:1:pos:R:3 method="wB97M-V/def2-TZVPD" charge=+1 e_lumo_ha=-0.187 relative_energy_kj_mol=0.00 gap_ev=5.97
O -2.736 1.040 3.453
O -2.625 -2.178 -2.991
O -1.227 1.677 1.896
O -1.229 -0.450 -2.592
N -4.419 -1.673 0.744
C 2.145 0.150 3.821
C 3.148 1.043 3.403
C -2.796 -1.068 -0.866
C -2.836 -0.003 1.286
C 1.403 -1.248 -0.793
C 1.786 -0.218 -1.657
C 1.514 -0.133 1.518
C 3.279 -1.781 -2.738
C 0.756 -0.960 0.522
C 3.214 1.479 2.072
C -1.029 2.806 2.785
C 2.831 -0.464 -2.555
C -3.867 -0.836 1.674
C -2.267 0.926 2.337
C 2.607 -2.848 -2.115
C 2.337 0.928 1.139
C -0.019 0.492 -4.441
C 1.274 -0.381 2.876
C 0.129 3.611 2.279
C -2.207 -1.321 -2.235
C -1.064 -0.501 -4.033
C -3.823 -1.900 -0.464
C 1.623 -2.570 -1.171
C -2.483 0.045 -0.074
H 4.146 -1.949 -3.385
H 2.906 -3.875 -2.330
H 0.441 -1.021 3.173
H 0.448 -1.904 0.993
H -2.036 -0.247 -4.478
H -1.654 0.688 -0.377
H -0.057 3.976 1.262
H -0.853 2.453 3.808
H -0.304 1.510 -4.152
H 1.330 0.775 -1.567
H 1.081 -3.380 -0.677
H 3.891 1.405 4.113
H -0.144 -0.394 0.327
H 3.958 2.216 1.729
H 2.083 -0.166 4.861
H -5.271 -2.167 0.973
H 0.272 4.484 2.925
H 0.957 0.259 -4.003
H 1.058 3.031 2.284
H -1.955 3.396 2.770
H 2.317 1.293 0.104
H -4.271 -2.632 -1.128
H 0.087 0.467 -5.531
H -0.792 -1.518 -4.340
H 3.288 0.390 -3.077
H -4.347 -0.753 2.645



70
Properties=species:S:1:pos:R:3 method="wB97M-V/def2-TZVPD" charge=-1 e_lumo_ha="0.084 / 0.088" multiplicity=4 s_squared=3.837 relative_energy_kj_mol=214.06 gap_ev="6.98 / 7.09"
As 0.544 0.057 1.345
Cr -2.168 0.110 1.155
S -4.277 -0.621 0.487
S 0.577 1.299 -3.022
S -1.973 -2.265 1.244
F 5.212 -1.938 -4.639
F 0.657 -1.672 -3.474
F 3.432 2.231 -3.469
F 5.423 0.640 -4.364
F 2.551 -3.071 -4.296
N -3.190 2.882 1.619
N -3.492 1.273 3.543
N -1.891 -0.248 -1.087
N -2.370 2.134 0.816
N -2.608 0.306 3.173
N -2.464 -1.481 -1.303
N -3.961 -2.890 -2.098
N -3.756 -3.136 -0.750
C 1.307 -1.169 -0.028
C -3.051 4.165 1.455
C -2.021 -0.184 4.259
C 5.568 -1.541 0.556
C 3.674 -0.444 -0.540
C 4.106 -1.241 -4.324
C 1.581 1.612 0.894
C 1.952 0.377 -3.367
C -3.169 -1.901 -0.135
C -1.672 3.081 0.137
C 1.390 -0.657 2.893
C -3.220 -1.865 -2.429
C -2.497 0.523 5.396
C 4.675 -2.484 1.113
C 2.875 -1.780 -4.069
C 4.250 0.122 -4.054
C 5.042 -0.579 -0.303
C 2.792 -1.362 0.062
C 1.831 -1.013 -3.588
C 3.240 0.908 -3.600
C -3.424 1.452 4.845
C -2.048 4.428 0.547
C 3.299 -2.391 0.819
C -3.061 -1.003 -3.684
B -4.164 2.197 2.529
H 2.514 -3.106 1.151
H 0.767 -2.109 0.072
H -4.225 2.046 5.301
H -3.585 -0.073 -3.739
H 2.404 -0.251 2.904
H 5.132 -3.233 1.771
H 2.644 1.638 0.946
H -1.972 -0.883 -3.880
H 5.722 0.140 -0.816
H -2.164 0.451 6.423
H 0.924 -0.448 3.823
H 1.082 -0.695 -0.983
H -0.937 2.774 -0.607
H -2.481 0.506 -1.477
H 3.331 0.366 -1.157
H 6.622 -1.528 0.758
H 1.371 -1.705 2.701
H 1.148 2.519 1.355
H -3.686 4.744 2.127
H -4.869 1.672 1.749
H -3.616 -1.479 -4.509
H -1.587 5.367 0.246
H -4.574 -3.507 -0.266
H 1.409 1.920 -0.105
H -1.332 -1.003 4.228
H -0.880 -0.033 -1.411
H -4.665 3.046 3.133



67
Properties=species:S:1:pos:R:3 method="wB97M-V/def2-TZVPD" charge=0 e_lumo_ha=0.004 relative_energy_kj_mol=0.00 gap_ev=7.90
Sn -0.005 -0.079 1.666
Br 1.788 -1.424 4.807
Se 2.477 0.909 1.207
P -0.803 0.049 -2.013
F 1.696 -1.938 0.096
F 4.506 1.708 -0.945
F 2.528 -3.183 -2.099
F 4.349 -2.019 -3.724
F 5.331 0.422 -3.116
O -0.809 3.932 2.770
O -0.899 0.005 -0.518
O -0.766 1.882 1.823
N 0.493 0.950 -2.465
N -2.122 0.673 -2.766
N 0.671 0.943 3.886
N -0.701 -1.473 -2.620
C 1.089 0.811 -3.791
C 3.067 -0.061 -0.318
C 1.498 0.451 4.801
C -3.423 0.069 -2.437
C -0.994 -1.838 -4.005
C 0.470 2.268 3.836
C -3.192 -1.807 1.823
C -2.813 -0.669 3.911
C 4.441 -0.154 -2.311
C 2.600 -1.315 -0.664
C -2.206 2.082 -3.133
C -2.079 -1.756 4.370
C 4.000 0.495 -1.176
C 3.017 -1.980 -1.797
C -3.364 -0.692 2.633
C -0.444 2.769 2.725
C -2.462 -2.895 2.282
C 1.071 3.140 4.721
C -0.135 -2.566 -1.817
C -1.902 -2.869 3.553
C 2.155 1.243 5.723
C 0.722 2.269 -1.837
C 3.944 -1.395 -2.625
C 1.928 2.613 5.672
H -0.092 -2.198 -4.513
H -2.869 2.189 -3.993
H 2.432 3.264 6.377
H 0.614 1.465 -4.536
H -4.043 0.002 -3.333
H -3.620 -1.825 0.826
H 1.768 2.375 -1.562
H -3.298 -0.936 -2.034
H -2.325 -3.763 1.648
H 0.861 4.198 4.633
H -1.648 -1.740 5.365
H -1.391 -0.988 -4.556
H 0.135 2.388 -0.928
H -3.952 0.669 -1.692
H 2.147 1.080 -3.734
H -3.929 0.160 2.274
H -1.231 2.469 -3.418
H -0.819 -3.422 -1.836
H -2.602 2.695 -2.316
H 0.472 3.082 -2.528
H 1.030 -0.218 -4.139
H 2.828 0.797 6.446
H -1.737 -2.644 -4.037
H -0.005 -2.259 -0.782
H 0.835 -2.892 -2.212
H -2.959 0.198 4.545
H -1.322 -3.715 3.909